103
Properties=species:S:1:pos:R:3:forces:R:3 method="wB97M-V/def2-TZVPD" multiplicity=1 orbital_gap_ev=7.67 homo_energy_ev=-12.4 charge=+1 e_lumo_ev=-4.74
C 5.86401 5.72920 -2.26367 0.1 -0.5 0.0
C 4.80214 4.76719 -1.46760 -0.7 0.1 0.4
C 5.41899 3.25526 -1.10505 0.7 0.8 0.0
C 6.17414 3.26430 0.38737 1.1 -0.6 -0.4
C 4.30755 2.05294 -1.24345 -2.8 -3.6 -0.5
C 4.63256 0.61166 -2.02847 -2.4 2.5 1.8
C 6.10132 0.26595 -2.72063 -0.7 -1.8 0.9
C 6.78608 -0.88333 -1.71659 -0.4 -0.6 0.5
C 7.94676 -1.77709 -2.45232 0.0 0.5 0.8
F 8.18675 -3.02556 -1.63751 -0.6 3.1 -1.9
N 3.51573 -0.39066 -2.03804 2.9 1.9 -0.4
N 2.24843 -0.38802 -1.55980 -0.1 4.4 2.3
C 1.77834 0.80203 -0.81618 3.3 -0.5 -1.5
C 0.23052 0.76440 -0.19094 0.8 -0.9 0.5
C -0.25995 -0.78483 0.17678 -0.4 -0.2 0.0
C -1.48822 -1.22294 -0.85084 0.3 -0.1 0.4
F -1.10532 -1.00636 -2.27109 -1.8 -0.9 4.7
F -1.91991 -2.65037 -0.62163 1.2 4.9 -1.1
F -2.64248 -0.33298 -0.50902 3.4 -2.7 -1.7
C 2.79025 2.06160 -0.62527 1.0 -1.0 -0.7
C 2.23025 3.36098 0.24855 0.3 -0.3 -0.5
C 1.21027 4.33368 -0.60733 -0.6 0.3 0.1
C 0.92107 3.83110 -2.14425 -0.8 1.1 0.2
C -0.22169 4.48577 0.24297 0.5 0.5 -0.3
H 6.21408 5.16293 -3.22496 -0.6 1.2 1.7
H 6.80938 5.94772 -1.60944 -1.8 -0.5 -1.1
H 5.40265 6.76730 -2.55988 0.7 -2.2 0.6
H 3.81785 4.57627 -2.07915 2.0 0.6 0.9
H 4.46028 5.34893 -0.48301 0.8 -1.5 -2.0
H 6.31400 3.11390 -1.88233 -2.3 -0.1 1.5
H 6.03981 4.28821 0.95406 -0.1 -2.3 -1.1
H 5.84250 2.32447 1.00094 0.8 2.4 -1.2
H 7.34992 3.14596 0.21956 -2.6 0.3 0.2
H 5.94161 -0.27448 -3.77196 0.2 1.5 2.2
H 6.81461 1.19085 -2.77565 -1.8 -1.7 0.0
H 7.21867 -0.35721 -0.75382 -0.8 -1.1 -2.0
H 5.92856 -1.62146 -1.33741 1.9 1.5 -0.9
H 7.61978 -2.08935 -3.53188 0.7 0.4 2.2
H 8.93248 -1.11038 -2.45045 -2.0 -1.9 -0.1
H 3.78477 -1.29932 -2.53121 -0.8 1.6 0.9
H -0.54675 1.21079 -0.94410 1.7 -0.6 1.5
H 0.23493 1.33565 0.85382 0.1 -1.0 -2.6
H 0.61999 -1.56420 0.15780 -1.9 1.5 -0.4
H -0.68256 -0.80992 1.29201 0.7 0.1 -2.7
H 3.15278 3.97639 0.64290 -1.9 -1.5 -0.9
H 1.63974 2.96986 1.18069 1.3 0.5 -1.8
H 1.67802 5.41362 -0.65801 -0.8 -2.2 0.1
H 0.35208 2.80370 -2.15254 1.4 1.9 -0.1
H 1.88866 3.85594 -2.80507 -1.9 -0.4 1.3
H 0.17308 4.61640 -2.63731 1.6 -1.7 1.1
H -0.00183 4.82309 1.36624 -0.5 -0.9 -2.5
H -0.81561 3.45484 0.22177 1.2 2.4 0.1
H -0.84629 5.37095 -0.25578 1.2 -2.2 1.1
C -3.61603 -0.98210 2.08687 0.8 0.7 -0.6
C -5.05506 -1.37035 2.09929 -0.5 -0.4 -0.3
O -5.23994 -1.90895 3.38871 0.4 0.7 0.1
C -4.33585 -1.26163 4.17629 0.2 0.1 3.7
O -4.37333 -1.25195 5.39546 0.1 -0.1 -3.2
O -3.38525 -0.61733 3.43284 -0.7 -0.4 0.6
F -5.30009 -2.34263 1.19249 -0.2 -0.2 -0.3
H -2.95537 -1.81303 1.81768 -0.3 -0.1 -0.1
H -3.41724 -0.14368 1.41387 -0.1 -0.1 0.5
H -5.74668 -0.53496 1.94658 -0.1 -0.2 -0.1
C -8.09395 -2.02080 5.73037 1.2 -0.4 0.5
C -9.35684 -2.65792 5.26038 -0.5 -0.6 0.4
O -10.23177 -1.56649 5.08677 0.7 0.4 -0.4
C -9.42630 -0.51242 4.77561 -0.9 3.0 -1.1
O -9.82442 0.53297 4.28926 1.0 -2.5 1.2
O -8.11540 -0.77233 5.06795 -0.9 0.3 -0.5
F -9.87111 -3.46880 6.21204 -0.1 -0.3 0.0
H -8.07957 -1.85692 6.81312 -0.2 -0.2 -0.1
H -7.20812 -2.59762 5.45110 -0.1 0.3 0.0
H -9.25927 -3.20532 4.31679 -0.1 -0.1 0.1
C -2.98510 -5.12331 -2.20934 -0.2 0.8 0.9
C -3.41541 -5.45423 -3.59751 -0.1 0.4 -0.8
O -2.59052 -6.54227 -3.94767 -0.2 -0.3 0.8
C -2.31669 -7.17261 -2.77108 1.4 -3.2 0.4
O -1.86429 -8.30242 -2.68904 -1.1 2.9 -0.2
O -2.61828 -6.38680 -1.69264 0.2 -0.7 -0.6
F -3.15169 -4.43114 -4.44097 -0.1 0.2 -0.2
H -2.11813 -4.45469 -2.18259 -0.1 -0.1 -0.3
H -3.79039 -4.67729 -1.61945 0.1 -0.2 0.0
H -4.46726 -5.74698 -3.68361 0.1 0.1 -0.1
C -4.95580 -0.78033 -2.21973 1.2 -0.3 0.1
C -6.17297 -0.31266 -1.49759 -0.4 0.7 0.2
O -7.21041 -0.52640 -2.42761 0.5 -0.7 0.0
C -6.79712 -1.58222 -3.18332 -2.1 -2.0 -2.4
O -7.53086 -2.23470 -3.90703 2.0 1.7 1.8
O -5.46033 -1.82631 -3.02555 -0.9 0.0 -0.1
F -6.10032 1.01203 -1.23763 0.0 0.3 0.3
H -4.51988 -0.00654 -2.86052 -0.2 0.1 0.2
H -4.18354 -1.14780 -1.53858 -0.5 -0.1 -0.4
H -6.38654 -0.86270 -0.57490 0.0 0.2 0.0
C 5.72095 -0.48661 3.40214 1.2 -0.5 0.6
C 4.45806 -1.12373 2.93215 -0.4 -0.9 0.6
O 3.58313 -0.03230 2.75854 0.6 0.7 -0.6
C 4.38860 1.02177 2.44738 -0.6 2.3 -0.6
O 3.99048 2.06716 1.96103 0.7 -2.5 1.4
O 5.69950 0.76186 2.73972 -1.2 0.5 -0.6
F 3.94379 -1.93461 3.88381 -0.1 -0.1 -0.2
H 5.73533 -0.32274 4.48488 -0.2 -0.1 -0.1
H 6.60678 -1.06343 3.12287 -0.1 0.3 -0.1
H 4.55563 -1.67113 1.98856 -0.1 -0.1 0.1



91
Properties=species:S:1:pos:R:3:forces:R:3 method="wB97M-V/def2-TZVPD" multiplicity=2 relative_energy_kcal_mol=16.0 orbital_gap_ev="7.86 / 8.02" homo_energy_ev="-10.5 / -10.6" charge=+1 e_lumo_ev="-2.64 / -2.57"
Ti 0.55025 -0.41169 -0.50883 0.3 0.2 0.1
C 0.83740 -3.46320 -1.63553 0.0 0.0 0.1
C -0.27089 -3.51284 -0.59717 0.0 -0.1 -0.1
N -0.21693 -2.37418 0.35134 0.1 0.2 0.0
C 0.42876 -2.82874 1.60554 0.0 0.0 0.1
C 0.72000 -1.71383 2.59518 0.0 0.0 0.0
N 1.19236 -0.48688 1.91850 -0.1 -0.1 0.0
C 2.27426 0.14919 2.68746 0.1 0.0 0.0
C 2.64540 1.56174 2.20329 0.0 0.0 0.0
C 2.12938 1.97908 0.82523 0.0 0.0 0.1
N 2.28020 0.95505 -0.23267 0.0 0.0 0.1
C 3.60055 0.28166 -0.21281 0.0 0.0 -0.1
C 3.57276 -1.07130 -0.90134 0.1 0.0 0.0
N 2.35962 -1.80129 -0.49830 -0.1 0.1 -0.2
C 2.24491 -3.13743 -1.14659 0.0 -0.1 -0.1
H 0.57036 -2.72857 -2.38800 0.0 0.0 -0.1
H 0.86876 -4.43027 -2.14410 0.0 0.0 0.0
H -0.23898 -4.44680 -0.02710 0.0 0.0 0.0
H -1.22464 -3.47957 -1.12218 0.0 0.0 0.0
H -1.16673 -2.10519 0.61743 -0.1 0.0 0.0
H 1.34732 -3.35379 1.33503 0.0 0.0 0.0
H -0.20683 -3.57494 2.09192 0.0 0.0 0.0
H 1.48520 -2.06199 3.29270 0.0 0.0 0.0
H -0.17267 -1.49688 3.18075 0.1 0.0 0.0
H 0.41144 0.16435 1.92945 0.0 0.1 0.0
H 3.14693 -0.50909 2.65016 0.0 0.0 0.0
H 1.97898 0.20207 3.74102 0.0 0.0 0.0
H 3.73056 1.66469 2.23681 0.0 0.0 0.0
H 2.26408 2.30645 2.90474 0.0 0.0 0.0
H 2.64103 2.90166 0.53375 0.0 0.0 0.0
H 1.06764 2.21993 0.88743 0.0 0.0 0.0
H 2.21127 1.41567 -1.14808 0.0 0.0 0.0
H 3.89239 0.12677 0.82095 0.0 0.0 0.0
H 4.36932 0.91140 -0.66987 0.0 0.0 0.0
H 4.47988 -1.62599 -0.63442 0.0 0.0 0.0
H 3.56517 -0.97050 -1.98236 0.0 0.0 0.0
H 2.40783 -1.91899 0.50700 0.0 -0.1 0.0
H 2.62857 -3.90800 -0.47083 0.0 0.0 0.0
H 2.89649 -3.12889 -2.02113 0.0 0.0 0.0
C -0.66488 1.83350 7.49712 0.0 0.0 0.0
C -1.02664 1.44712 6.09032 0.0 0.0 0.0
C -2.09112 0.58879 5.82867 0.0 -0.1 0.0
C -2.43359 0.24371 4.53193 0.0 0.0 0.0
C -1.70346 0.76342 3.46936 0.0 0.0 0.0
C -0.64168 1.62299 3.70898 0.0 0.0 0.1
C -0.30785 1.95723 5.01270 0.0 0.0 0.0
S -2.19097 0.26393 1.83800 0.2 0.0 -0.2
O -2.12781 -1.18658 1.88259 -0.1 0.0 0.0
O -3.47683 0.84101 1.56264 0.0 0.0 0.0
N -1.04407 0.77613 0.81242 -0.3 0.2 0.0
C -1.33664 2.04719 0.24507 0.1 -0.2 0.0
C -1.75852 3.16461 0.92191 0.0 0.0 0.0
C -2.11741 4.34167 0.23555 0.0 0.0 -0.1
C -2.09883 4.39179 -1.12788 0.0 0.0 0.1
C -1.68440 3.25610 -1.85981 0.0 0.0 0.0
C -1.75529 3.17904 -3.26847 0.0 0.0 0.1
C -1.43121 2.01117 -3.89176 0.0 0.0 0.0
C -0.93036 0.94780 -3.12577 0.0 0.0 0.0
N -0.78859 0.98790 -1.81624 -0.1 0.1 0.1
C -1.24205 2.11415 -1.16442 0.0 -0.4 -0.2
H -1.26052 1.28606 8.22484 0.0 0.0 0.0
H -0.83266 2.89979 7.65606 0.0 0.0 0.0
H 0.38851 1.63522 7.69775 0.0 0.0 0.0
H -2.66327 0.18307 6.65356 0.0 0.0 0.0
H -3.26143 -0.42561 4.33882 0.0 0.0 0.0
H -0.08378 2.04663 2.88372 0.0 0.0 0.0
H 0.51845 2.63415 5.19674 0.0 0.0 0.0
H -1.88010 3.13447 1.99480 0.0 0.0 0.0
H -2.45038 5.19877 0.80475 0.0 0.0 0.0
H -2.42116 5.27669 -1.66014 0.0 0.0 0.0
H -2.09562 4.03837 -3.83263 0.0 0.0 0.0
H -1.51485 1.89879 -4.96309 0.0 0.0 0.0
H -0.62572 0.03837 -3.62427 0.0 0.1 0.0
I -3.55997 -1.28085 -1.21491 -0.1 0.0 -0.1
C -2.98819 -1.56982 -3.20956 0.0 0.0 0.1
C -3.82004 -1.13951 -4.23555 0.0 0.0 0.0
C -3.37174 -1.30926 -5.53369 0.0 0.0 0.0
C -2.13306 -1.89784 -5.75172 0.0 0.0 0.0
C -1.39076 -2.29258 -4.65311 0.0 0.0 0.0
N -1.80445 -2.12638 -3.39301 0.0 -0.1 0.0
H -4.77725 -0.68946 -4.01760 0.0 0.0 0.0
H -3.98556 -0.98861 -6.36548 0.0 0.0 0.0
H -1.75308 -2.05341 -6.75154 0.0 0.0 0.0
H -0.41711 -2.75347 -4.77110 0.0 0.0 0.0
C 2.06457 -0.83561 -4.84502 0.1 0.0 0.1
O 1.47725 -1.16818 -3.57520 -0.1 0.0 0.0
C 1.49107 -0.19050 -2.62315 0.0 -0.2 0.2
O 2.07179 0.84874 -2.90461 0.0 0.1 -0.1
H 1.88318 -1.69096 -5.49092 0.0 0.0 0.0
H 3.13671 -0.66509 -4.74111 0.0 0.0 0.0
H 1.61000 0.06648 -5.25091 0.0 0.0 0.0



> Among the records above, which one has the lowest multiplicity?

C33H44F9N2O15